Record 1
{"formula": "C15H24IrN4O4S2", "method": "ωB97M-V/def2-TZVPD", "spin_multiplicity": 6, "charge": 2, "de_lowest_kcal_mol": 0.0, "e_lumo_ev": [-6.8770, -9.3535], "s_squared": 8.773, "elements": ["Ir", "S", "S", "O", "O", "O", "O", "N", "N", "N", "N", "C", "C", "C", "C", "C", "C", "C", "C", "C", "C", "C", "C", "C", "C", "C", "H", "H", "H", "H", "H", "H", "H", "H", "H", "H", "H", "H", "H", "H", "H", "H", "H", "H", "H", "H", "H", "H", "H", "H"], "positions_angstrom": [[0.316606, 0.033125, 0.042039], [2.069508, 2.731300, 3.797025], [2.091581, 1.092263, 1.253104], [0.011198, 1.863543, -1.491465], [2.076419, 0.065048, -1.605290], [-1.023012, -3.760257, -1.880056], [0.182501, -1.872206, -1.411147], [-0.729958, 1.126420, 1.811669], [-0.055002, 1.781297, 2.767266], [0.482589, -1.920930, 1.509108], [-1.992112, -0.243323, -0.097907], [-2.724518, 0.314533, 0.890685], [2.136546, 1.281511, -2.356763], [1.222231, 1.850858, 2.583534], [-4.018642, -0.896769, -1.179988], [3.788328, 2.609924, 3.290627], [0.253775, -3.904035, 0.021381], [-4.105836, 0.264048, 0.900208], [-0.218469, -3.191550, 1.262244], [-1.256699, 2.497589, -1.687697], [0.738941, 1.678704, -2.710254], [3.362883, -0.532158, -1.403229], [-2.632687, -0.813315, -1.118930], [-1.993724, 1.018891, 1.935709], [-0.265415, -3.012306, -1.292787], [-4.766444, -0.360656, -0.146482], [3.210252, -1.447763, -0.837189], [1.332797, -3.884284, -0.148333], [4.023619, 0.139427, -0.851323], [4.130222, 1.576945, 3.303398], [-4.488155, -1.377950, -2.028157], [3.811907, -0.774491, -2.365120], [0.176149, -1.549677, 2.402955], [-4.652454, 0.723205, 1.715771], [0.756270, 2.616936, -3.266821], [2.709987, 1.112761, -3.269698], [0.259368, 0.908088, -3.321381], [2.623040, 2.060182, -1.763534], [-1.696199, 2.653191, -0.706667], [4.333231, 3.182348, 4.039770], [-5.847403, -0.415309, -0.159908], [-1.914112, 1.879730, -2.303541], [-2.019980, -1.204141, -1.919033], [-1.292829, -3.004637, 1.217474], [-0.062269, -3.888502, 2.091048], [-1.111773, 3.462712, -2.170819], [3.939232, 3.065546, 2.314324], [-0.139749, -4.908016, -0.057473], [1.477458, -2.092741, 1.616191], [-2.509196, 1.464894, 2.785464]], "forces_ev_per_angstrom": [[0.29, 0.40, 0.24], [-0.03, 0.07, 0.07], [-0.53, -0.27, -0.24], [-0.06, -0.26, 0.04], [-0.06, -0.05, 0.10], [-0.22, -0.08, -0.24], [-0.42, -0.48, -0.07], [0.29, -0.32, -0.46], [-0.15, 0.11, 0.23], [-0.07, 0.09, -0.10], [0.20, 0.06, 0.10], [0.02, -0.04, -0.02], [0.14, -0.01, 0.05], [0.32, 0.03, 0.11], [0.13, -0.03, -0.05], [0.06, -0.01, -0.07], [-0.07, 0.29, -0.30], [-0.13, 0.06, 0.10], [0.00, -0.01, 0.03], [-0.06, 0.03, 0.00], [-0.10, 0.03, -0.08], [0.02, 0.00, 0.06], [-0.19, -0.02, -0.04], [-0.28, 0.04, 0.10], [0.67, 0.46, 0.40], [-0.07, -0.02, -0.04], [-0.02, 0.01, 0.00], [-0.03, -0.07, 0.04], [-0.02, 0.02, 0.01], [0.04, 0.07, 0.02], [0.03, 0.03, 0.04], [-0.01, 0.01, -0.06], [-0.02, 0.06, 0.05], [0.03, -0.04, -0.05], [0.00, 0.03, -0.03], [0.04, -0.01, -0.02], [-0.06, 0.01, 0.01], [0.05, 0.00, 0.04], [0.00, -0.01, 0.03], [0.02, -0.03, -0.02], [0.03, 0.01, 0.00], [0.02, -0.02, 0.00], [0.01, -0.02, 0.00], [-0.01, 0.02, -0.01], [0.01, -0.04, 0.05], [0.03, 0.03, -0.01], [0.06, 0.00, 0.05], [0.02, -0.09, 0.05], [0.08, 0.00, 0.00], [0.04, -0.03, -0.10]], "mulliken_spin": [2.558, -0.006, 0.544, 0.096, 0.064, 0.592, 0.200, 0.108, 0.095, 0.193, 0.158, 0.031, 0.003, -0.003, 0.012, 0.017, 0.243, 0.006, -0.001, -0.004, 0.018, -0.011, 0.020, 0.020, 0.001, -0.004, 0.004, 0.016, 0.004, -0.003, 0.001, 0.002, -0.006, 0.001, 0.000, 0.001, -0.004, -0.001, 0.003, 0.002, 0.000, 0.002, -0.014, 0.014, 0.033, -0.001, -0.002, 0.000, -0.003, 0.000]}

Record 2
{"formula": "C15H24IrO", "method": "ωB97M-V/def2-TZVPD", "spin_multiplicity": 1, "charge": 1, "e_lumo_ev": -3.8515, "elements": ["Ir", "O", "C", "C", "C", "C", "C", "C", "C", "C", "C", "C", "C", "C", "C", "C", "C", "H", "H", "H", "H", "H", "H", "H", "H", "H", "H", "H", "H", "H", "H", "H", "H", "H", "H", "H", "H", "H", "H", "H", "H"], "positions_angstrom": [[0.071304, 0.283699, 0.497131], [-1.956636, -1.044631, -0.528995], [0.895257, 0.606559, 2.581163], [0.594514, -0.033063, 3.916251], [0.130450, 1.698132, 2.055564], [-0.143654, 3.620447, 0.362696], [2.382267, 0.784985, 0.618621], [1.994509, 0.146627, 1.838850], [-3.160493, -1.330292, -1.275118], [0.527121, 2.358703, 0.850384], [-2.833489, 1.176883, -0.050606], [1.651672, 1.876010, 0.110494], [-1.723742, 0.176118, -0.030840], [3.607039, 0.279229, -0.106839], [2.070852, 2.501618, -1.198047], [2.762775, -1.067419, 2.300433], [-1.045802, 2.185456, 2.857660], [-0.017929, 0.610704, 4.541833], [-3.803775, 0.714249, 0.133664], [2.871241, 3.231548, -1.049513], [2.134121, -1.737587, 2.879994], [-0.619091, 4.160896, 1.176809], [-2.878260, 1.692696, -1.012494], [0.072512, -0.982148, 3.802891], [-3.372485, -0.512243, -1.960299], [3.160812, -1.630557, 1.461378], [-0.896463, 3.417787, -0.397919], [3.387087, -0.594116, -0.723421], [-1.670184, 1.355067, 3.178766], [-2.646832, 1.928564, 0.709774], [3.606387, -0.773923, 2.930338], [2.429263, 1.744956, -1.889042], [-0.682004, 2.698164, 3.751024], [0.598954, 4.284410, -0.072361], [-1.666209, 2.883705, 2.307061], [4.030597, 1.044393, -0.748867], [1.240168, 3.007252, -1.681542], [1.519542, -0.222820, 4.457709], [-3.995840, -1.506714, -0.600728], [4.377108, -0.005486, 0.606185], [-2.939566, -2.232057, -1.836541]], "forces_ev_per_angstrom": [[-0.87, -0.31, -0.46], [-0.15, 0.17, 0.03], [0.44, -0.18, 0.60], [-0.12, 0.19, 0.04], [-0.39, -0.06, 0.82], [-0.14, -0.01, 0.17], [0.16, -0.18, 0.12], [0.31, -0.18, -0.20], [0.25, 0.01, -0.15], [0.22, 0.48, -0.77], [0.01, -0.13, 0.24], [0.57, 0.10, -0.30], [0.14, -0.13, -0.23], [-0.04, 0.00, 0.01], [-0.16, 0.13, 0.09], [-0.07, 0.02, 0.04], [0.04, 0.09, 0.04], [-0.01, -0.01, -0.02], [-0.01, 0.06, 0.01], [-0.01, -0.01, 0.02], [0.01, 0.00, 0.00], [0.00, 0.00, -0.01], [0.04, -0.10, -0.09], [0.00, -0.01, 0.00], [-0.09, -0.06, -0.03], [-0.01, -0.02, 0.00], [0.00, 0.01, -0.02], [0.02, 0.00, 0.00], [0.01, -0.02, 0.01], [-0.05, 0.02, -0.01], [0.00, 0.02, 0.00], [0.00, -0.01, -0.01], [-0.04, 0.04, 0.00], [0.00, 0.02, 0.01], [-0.01, 0.00, 0.02], [0.01, 0.00, 0.00], [0.00, 0.01, 0.00], [0.00, 0.01, 0.00], [0.02, 0.03, 0.04], [0.01, 0.00, 0.01], [-0.05, -0.01, 0.01]], "mulliken_charge": [0.642, -0.289, 0.672, -2.149, 1.299, -2.144, 0.590, 0.901, -0.822, 0.944, -1.055, 0.886, 0.735, -2.109, -2.380, -2.220, -2.473, 0.461, 0.452, 0.385, 0.461, 0.444, 0.354, 0.365, 0.372, 0.503, 0.330, 0.354, 0.481, 0.072, 0.407, 0.555, 0.499, 0.549, 0.454, 0.491, 0.477, 0.460, 0.315, 0.457, 0.274]}

In the order shown, the computed E_tot values come out to -54584.261; -20823.277 eV.